190
Properties=species:S:1:pos:R:3:forces:R:3 method="wB97M-V/def2-TZVPD" e_homo_ev=-9.5 spin_multiplicity=1 total_energy_ev=-119049.197 homo_lumo_gap_ev=9.46
C -5.0174 -0.8519 0.4082 0.3 -0.7 1.4
C -6.0509 0.1580 0.8059 0.4 0.4 1.1
O -5.5674 1.4660 0.8124 0.4 0.3 0.2
O -4.5353 -0.6444 -0.8885 -1.0 -0.7 -0.6
H -5.4687 -1.8309 0.5693 -0.1 -0.4 -0.5
H -4.1154 -0.9051 1.0178 -0.2 0.6 0.5
H -6.3046 -0.0187 1.8512 -0.6 -0.5 -0.1
H -6.9157 0.1301 0.1431 -0.3 -0.5 0.0
H -5.1384 1.5586 -0.0414 0.2 0.8 -0.4
H -5.2793 -0.9488 -1.4133 0.3 0.2 -1.0
C -2.3289 0.4430 4.1475 -1.8 -0.2 1.6
C -3.2203 0.2392 5.3944 3.0 -0.3 0.8
O -4.5452 0.1694 5.1515 -2.4 0.3 -0.9
O -2.2477 1.8216 3.7899 1.1 -0.3 -0.1
H -2.8381 -0.2027 3.4320 0.4 0.2 -0.8
H -1.3866 -0.0133 4.4507 0.5 0.7 -0.6
H -3.0107 1.0304 6.1143 0.3 0.2 0.2
H -2.9215 -0.6971 5.8657 0.1 -0.2 0.0
H -4.7490 1.0349 4.7895 -0.8 0.0 -0.1
H -3.0822 2.2297 3.5476 -0.3 -0.5 -0.1
C -4.3595 -3.0785 3.5159 0.1 -1.5 1.6
C -4.6067 -3.3508 5.0952 0.4 0.6 -1.9
O -3.4910 -3.9634 5.6889 -0.3 -0.7 0.1
O -4.3863 -4.3157 2.7928 -0.2 0.2 -0.1
H -3.3471 -2.6877 3.4132 0.0 0.6 0.1
H -5.0816 -2.4225 3.0299 -0.1 0.0 0.4
H -5.4037 -4.0816 5.2324 -0.3 0.4 -0.2
H -4.8246 -2.3791 5.5385 -0.3 0.0 0.2
H -2.7571 -3.3505 5.7752 0.3 0.3 -0.4
H -3.5507 -4.7577 2.9605 0.0 0.0 0.0
C 5.0191 -0.3095 -1.4501 -0.3 -0.6 0.6
C 5.7978 -1.0743 -0.4219 2.1 -1.3 -0.4
O 5.2776 -0.9653 0.8745 -0.9 0.3 0.6
O 4.9539 1.0440 -1.1243 0.0 1.1 0.0
H 4.0005 -0.6971 -1.4663 -0.2 -0.4 -0.4
H 5.4819 -0.3720 -2.4350 0.0 -0.3 0.1
H 6.8570 -0.8185 -0.3942 0.1 1.0 -0.2
H 5.9412 -2.1303 -0.6508 -0.9 -0.4 -0.6
H 5.8735 -1.4048 1.4855 0.0 -0.1 0.1
H 4.6849 1.1466 -0.2085 -0.3 0.0 0.5
C 3.1002 -2.8173 3.2203 0.0 -0.3 1.0
C 2.2502 -2.3060 4.4555 2.1 -1.5 -0.2
O 0.9476 -2.0079 4.1497 -0.6 0.5 -0.4
O 4.2617 -3.5504 3.6959 -0.9 0.9 -0.4
H 3.4044 -1.9713 2.6040 0.3 0.0 0.1
H 2.5532 -3.4886 2.5583 -0.5 0.1 0.0
H 2.8237 -1.4817 4.8795 -0.2 0.3 0.2
H 2.1804 -3.0941 5.2052 0.6 0.0 0.1
H 1.0227 -1.5604 3.3036 -1.0 0.6 -1.0
H 3.8485 -4.3021 4.1270 0.4 -0.3 0.2
C 0.9037 4.3979 -1.8619 -0.1 -0.5 -0.2
C 2.1094 4.5408 -0.9578 -0.7 0.6 0.9
O 2.6386 3.2971 -0.5269 0.4 -0.3 -0.6
O 1.2437 3.9814 -3.1584 0.1 1.0 -1.0
H 0.3700 5.3434 -1.9578 0.0 0.1 0.2
H 0.2078 3.6291 -1.5260 -0.2 0.2 0.9
H 1.8051 5.0134 -0.0239 -0.1 0.3 -0.2
H 2.8928 5.1258 -1.4396 0.0 0.1 -0.1
H 3.2437 3.0545 -1.2316 0.3 -0.7 0.0
H 1.6914 3.1345 -3.0955 0.1 -0.6 -0.2
C -2.3978 1.7014 -1.9788 -0.1 1.6 -1.8
C -3.2526 2.8134 -1.4361 2.7 0.4 0.3
O -4.5692 2.4742 -1.4823 -2.3 0.3 -0.5
O -2.3018 0.6110 -1.1811 1.5 -1.1 2.0
H -1.4325 2.1729 -2.1631 0.4 -0.4 0.2
H -2.7239 1.3316 -2.9509 -0.4 0.6 -0.5
H -3.0485 3.7622 -1.9322 0.0 -0.2 -0.6
H -2.9018 3.0296 -0.4269 -0.1 -0.3 0.5
H -4.9897 3.2809 -1.7891 -0.8 -0.3 0.1
H -3.1394 0.1933 -0.9672 -0.5 -0.1 -0.5
C -1.2378 5.9173 3.1175 0.4 -1.0 -0.9
C -0.2801 5.9368 1.8953 -0.1 -0.2 0.6
O -0.2389 4.7494 1.1109 -1.1 0.7 0.2
O -0.8663 4.9407 4.0869 0.5 0.9 0.6
H -2.2684 5.7751 2.7923 -0.1 -0.2 -0.2
H -1.2143 6.9095 3.5680 0.3 -0.1 0.4
H 0.7414 6.0772 2.2487 0.1 0.5 0.3
H -0.5648 6.7837 1.2710 0.0 -0.1 -0.2
H 0.1743 4.1051 1.6904 0.4 -0.6 0.0
H -1.0843 4.0172 3.9413 -0.4 0.1 -0.7
C 3.0881 1.3087 2.8533 -0.3 0.6 1.3
C 2.5897 2.7245 2.9538 -0.2 -0.8 2.5
O 1.6179 2.9069 2.0059 -0.7 0.6 -1.0
O 4.1388 1.3296 1.9422 0.4 -0.7 -0.7
H 2.2774 0.6369 2.5712 -0.1 0.1 -0.3
H 3.4114 0.9446 3.8285 0.4 0.1 0.3
H 3.4186 3.4309 2.9110 0.2 0.1 -0.3
H 2.1111 2.8565 3.9242 0.0 0.1 0.2
H 2.1200 2.7380 1.2053 -0.4 0.3 -1.3
H 4.3130 0.3948 1.8100 0.8 -0.3 -0.6
C 0.8157 0.5445 -0.3142 -2.5 -0.3 -0.4
C 0.1292 -0.0050 0.9487 1.0 0.2 1.1
O 0.9084 -1.0385 1.5934 0.0 0.4 -0.2
O 0.2427 -0.0199 -1.5374 2.2 0.0 0.5
H 1.8977 0.4126 -0.3094 -0.1 -0.3 0.0
H 0.6098 1.6146 -0.2911 0.2 0.2 -0.3
H -0.9024 -0.3480 0.8689 0.1 0.0 -0.8
H 0.0835 0.7937 1.6890 0.1 0.2 0.0
H 0.9296 -1.7480 0.9471 -0.2 -0.8 -0.2
H -0.7136 0.0637 -1.5317 -0.6 0.1 0.5
C -0.2528 -4.5156 7.0111 0.7 0.7 -1.3
C -0.5549 -3.0441 6.8455 -0.6 0.0 0.5
O -1.1433 -2.7295 5.5779 -0.4 -0.4 1.1
O 0.8652 -4.8967 6.2094 0.2 -0.5 0.3
H -1.1635 -5.0067 6.6684 -0.1 -0.4 0.2
H -0.0346 -4.7520 8.0526 0.1 -0.1 -0.1
H 0.2594 -2.3445 7.0341 0.3 -0.3 0.1
H -1.2943 -2.9411 7.6397 -0.4 0.9 -0.2
H -0.4482 -2.5976 4.9290 0.5 0.4 -0.4
H 0.8356 -4.4187 5.3774 -0.3 0.0 -0.1
C 3.3180 1.4361 -5.3657 -1.9 -0.4 0.2
C 3.4303 1.0851 -3.8720 1.9 -0.4 -1.5
O 2.3518 1.5543 -3.1576 -0.9 -0.1 0.7
O 2.1556 0.8388 -6.0408 1.9 -0.3 0.5
H 4.1965 1.1234 -5.9301 0.0 0.1 0.1
H 3.1609 2.5143 -5.3941 0.4 0.2 -0.2
H 4.3375 1.5487 -3.4847 0.3 0.4 -0.2
H 3.6099 0.0289 -3.6712 -0.5 -0.3 -0.5
H 2.1699 0.8652 -2.5145 -0.8 0.1 0.2
H 1.3547 1.3271 -5.8363 -0.5 0.4 0.7
C -2.5758 4.8883 -4.9218 -0.5 1.3 1.6
C -2.8830 6.1327 -4.0131 0.4 -0.8 -0.7
O -1.7627 7.0014 -4.0051 0.1 0.0 -0.3
O -1.6563 4.0070 -4.2996 -0.3 -0.3 -0.3
H -2.2355 5.2294 -5.8995 0.0 0.0 0.0
H -3.5402 4.3863 -5.0005 0.2 -0.4 -0.3
H -3.1329 5.8343 -2.9949 0.1 -0.4 0.0
H -3.7815 6.5966 -4.4201 0.0 0.4 -0.2
H -1.6068 7.3742 -3.1342 -0.2 -0.1 0.0
H -0.7889 4.4149 -4.2466 0.5 0.4 0.3
C -1.7408 -1.5405 -6.0677 -1.0 -0.4 1.1
C -3.1229 -1.0950 -5.5292 1.3 2.1 -1.4
O -4.1412 -1.8803 -6.0865 -0.2 -0.9 0.0
O -1.4932 -2.7348 -5.3455 0.9 -0.6 -0.3
H -0.9223 -0.8520 -5.8577 -0.3 0.2 0.4
H -1.7031 -1.6727 -7.1490 -0.4 -0.2 -0.1
H -3.2476 -0.0655 -5.8647 -0.2 0.4 0.0
H -3.0754 -1.0477 -4.4413 -0.2 -0.5 0.1
H -4.9935 -1.4398 -6.0514 0.2 0.1 0.1
H -2.1234 -3.3896 -5.6548 -0.1 -0.2 0.0
C -3.1666 -5.9641 -1.7271 0.9 -0.5 0.9
C -2.6440 -4.8488 -0.7922 -1.7 -0.5 0.6
O -1.4039 -5.2186 -0.2081 1.0 0.6 -1.1
O -2.4769 -5.8918 -2.9647 -0.8 0.0 -0.3
H -4.2409 -6.1320 -1.8026 -0.3 1.4 -0.8
H -3.0009 -6.9388 -1.2682 0.9 -0.1 0.4
H -3.3346 -4.5728 0.0047 -0.4 -0.6 0.3
H -2.6177 -3.9000 -1.3280 0.9 -0.1 -0.4
H -1.4729 -5.6066 0.6673 -0.9 -0.1 0.2
H -1.5793 -6.2103 -2.8442 0.0 0.0 0.2
C 1.5836 -3.4103 -2.3794 -0.6 1.0 0.6
C 1.5784 -3.5213 -0.8685 0.1 -1.2 -0.2
O 0.3540 -3.1050 -0.2754 1.0 1.4 0.0
O 1.7282 -2.0444 -2.7658 0.7 -0.9 -0.4
H 0.6090 -3.8159 -2.6513 -0.1 0.0 -0.7
H 2.3707 -4.0074 -2.8399 0.1 0.2 0.0
H 2.4393 -2.9812 -0.4744 -0.2 0.2 0.4
H 1.6758 -4.5795 -0.6262 0.5 -0.3 0.1
H -0.2925 -3.8075 -0.3762 -0.4 -0.6 0.1
H 1.0040 -1.5305 -2.4009 -0.5 0.3 0.3
C 1.0104 3.1895 -7.9918 -0.7 0.4 -1.1
C -0.2693 3.0467 -7.1685 -0.6 2.0 -0.9
O -0.1340 2.3483 -5.9952 1.2 -1.3 1.4
O 1.4634 1.9751 -8.4521 0.5 -1.0 -0.1
H 1.8087 3.7506 -7.5060 -0.1 0.0 0.8
H 0.8874 3.7410 -8.9239 -0.9 0.5 0.2
H -1.1459 2.6113 -7.6482 0.3 0.0 -1.1
H -0.5510 4.0723 -6.9301 -0.2 0.4 0.0
H -0.6458 2.7816 -5.3083 -0.2 0.0 0.3
H 1.7519 1.5621 -7.6349 0.6 -1.2 0.0
C 0.5011 -6.0578 2.6585 -1.5 0.3 -0.5
C -0.9324 -5.6578 3.1828 -0.6 -0.9 1.1
O -1.9389 -6.3376 2.4101 0.2 0.4 -1.8
O 0.5802 -7.4673 2.4148 0.4 1.1 0.6
H 1.3170 -5.6163 3.2308 -0.1 -0.8 0.9
H 0.6907 -5.5285 1.7247 -0.5 0.1 -0.5
H -1.1494 -4.5913 3.2428 0.5 0.4 -0.6
H -1.2846 -6.0004 4.1558 1.6 0.0 0.8
H -2.6987 -6.5898 2.9398 0.2 -0.1 0.1
H 0.0175 -7.5875 1.6464 -0.1 -0.4 0.0
C 7.3603 2.5769 1.3031 0.1 1.1 0.5
C 6.4829 3.5235 0.5094 -1.2 0.3 -1.3
O 6.4230 3.3350 -0.9243 1.3 0.6 0.3
O 8.7180 2.9688 1.2149 1.0 0.0 -1.2
H 7.1574 1.5634 0.9569 0.2 -0.3 0.3
H 7.2403 2.7627 2.3704 -1.5 -0.7 0.1
H 6.7571 4.5652 0.6759 0.4 -0.1 0.0
H 5.4186 3.4767 0.7397 0.1 -0.3 1.2
H 5.8772 2.5735 -1.1336 0.1 -0.3 0.1
H 9.2037 2.6145 1.9633 -0.1 -0.1 -0.1